Arrangement one

The following is a DFT calculation (ωB97M-V with the def2-TZVPD basis set) of the molecule C4H6N4.

Structure (ORCA input):
```
! wB97M-V def2-TZVPD RIJCOSX def2/J DEFGRID3
* xyz 0 1
C -1.900 0.064 -0.319
C -0.336 -0.348 0.234
C -0.109 -1.693 0.952
N 0.650 0.434 -0.161
C 0.709 1.809 -0.417
N 1.880 2.122 -0.862
N 2.553 0.977 -0.923
N 1.866 -0.017 -0.574
H -1.984 0.945 -0.940
H -2.689 -0.434 0.120
H -0.590 -1.751 1.866
H -0.756 -2.385 0.224
H 0.838 -2.161 1.177
H -0.133 2.438 -0.378
*
```

HOMO-LUMO gap (alpha / beta) = 0.307 / 0.290 Eh
SMILES = C=C(C)n1cnnn1

***

Arrangement two

The following is a DFT calculation (ωB97M-V with the def2-TZVPD basis set) of the molecule C4H6N4.

Structure (ORCA input):
```
! wB97M-V def2-TZVPD RIJCOSX def2/J DEFGRID3
* xyz 0 1
N -1.709 -1.329 0.090
C -0.471 -0.676 -0.064
N 0.605 -1.388 -0.014
C 1.760 -0.758 0.008
C 1.813 0.620 0.035
N 0.727 1.401 -0.005
C -0.399 0.749 -0.052
N -1.623 1.401 -0.055
H -2.447 -1.013 -0.616
H -1.532 -2.365 0.131
H 2.686 -1.285 0.022
H 2.792 1.096 0.018
H -2.182 0.968 0.696
H -1.542 2.395 0.081
*
```

HOMO-LUMO gap = 0.343 Eh
SMILES = Nc1nccnc1N

***

Quick one: least stable of them? arrangement one

***

Arrangement one

The following is a DFT calculation (ωB97M-V with the def2-TZVPD basis set) of a structure of composition C4H6N4.

Structure (ORCA input):
```
! wB97M-V def2-TZVPD RIJCOSX def2/J DEFGRID3
* xyz 0 1
C 2.680 -0.441 0.095
C 0.225 -0.137 0.124
C -3.342 0.302 -0.183
C 0.718 1.242 -0.169
H 2.953 -0.516 1.471
H 3.069 0.726 -0.389
H 3.051 -1.463 -0.201
H -1.402 -1.412 -0.705
H -3.754 -0.823 -0.935
H -3.935 1.210 0.597
N 1.225 -0.860 -0.078
N -1.102 -0.386 0.018
N -2.066 0.546 0.483
N 1.681 2.013 -0.130
*
```

HOMO-LUMO gap = 0.317 Eh

***

Arrangement two

The following is a DFT calculation (ωB97M-V with the def2-TZVPD basis set) of the molecule C4H6N4.

Structure (ORCA input):
```
! wB97M-V def2-TZVPD RIJCOSX def2/J DEFGRID3
* xyz 0 1
C -1.326 -1.057 -0.197
N -2.561 -0.590 -0.008
N -2.486 0.720 0.182
C -1.287 1.051 -0.123
N -0.468 0.010 -0.293
N 0.801 -0.149 -0.722
C 1.658 0.722 0.098
C 1.334 -0.702 0.388
H -0.983 -1.980 -0.407
H -0.873 2.018 -0.549
H 2.691 1.056 -0.330
H 1.044 1.184 0.732
H 0.290 -0.878 1.056
H 2.166 -1.406 0.174
*
```

HOMO-LUMO gap = 0.384 Eh
SMILES = c1nncn1N1CC1

***

Arrangement three

The following is a DFT calculation (ωB97M-V with the def2-TZVPD basis set) of the molecule C4H6N4.

Structure (ORCA input):
```
! wB97M-V def2-TZVPD RIJCOSX def2/J DEFGRID3
* xyz 0 1
C 1.648 -0.325 0.071
C 0.831 -1.355 -0.434
N -0.391 -1.565 -0.858
N -1.547 -0.961 -0.612
C -1.801 0.349 -0.179
N -1.197 1.387 0.206
N 0.148 1.595 0.618
C 1.242 0.885 0.555
H 2.729 -0.620 0.560
H 1.453 -2.217 -0.667
H -2.254 -1.589 -0.953
H -2.849 0.360 -0.375
H 0.082 2.533 0.958
H 1.907 1.524 1.108
*
```

HOMO-LUMO gap = 0.325 Eh
SMILES = c1cn[nH]cn[nH]c1

***

Arrangement four

The following is a DFT calculation (ωB97M-V with the def2-TZVPD basis set) of the molecule C4H6N4.

Structure (ORCA input):
```
! wB97M-V def2-TZVPD RIJCOSX def2/J DEFGRID3
* xyz 0 1
C -0.747 -1.351 -0.419
N 0.516 -1.360 -0.473
N 1.499 -0.909 0.371
C 1.598 0.376 0.414
N 0.851 1.188 -0.367
N -0.531 1.647 -0.265
C -1.402 0.899 0.121
C -1.542 -0.571 0.488
H -1.068 -2.399 -1.144
H 2.218 0.571 1.272
H 1.505 1.804 -0.894
H -2.336 1.345 0.263
H -2.681 -0.575 0.420
H -1.425 -0.829 1.591
*
```

HOMO-LUMO gap = 0.355 Eh
SMILES = C1=N\N=C/N/N=C\C/1

***

Quick one: least stable of them? arrangement one

***

Arrangement one

The following is a DFT calculation (ωB97M-V with the def2-TZVPD basis set) of a cluster of 2 separate species, C4H6N4 in total.

Structure (ORCA input):
```
! wB97M-V def2-TZVPD RIJCOSX def2/J DEFGRID3
* xyz 0 1
C 0.516 1.627 1.358
C 0.775 -1.201 -0.635
C 0.350 0.309 0.932
C -1.245 0.400 -0.952
N 0.495 2.761 1.617
N 1.516 -1.514 0.494
N 1.334 -0.691 1.406
N 0.104 0.063 -0.438
H 1.467 -1.044 -1.566
H 0.230 -2.145 -0.889
H -0.971 -0.119 1.964
H -1.832 -0.443 -1.251
H -1.651 0.933 -0.141
H -1.089 1.064 -1.900
*
```

HOMO-LUMO gap = 0.321 Eh

***

Arrangement two

The following is a DFT calculation (ωB97M-V with the def2-TZVPD basis set) of the molecule C4H6N4.

Structure (ORCA input):
```
! wB97M-V def2-TZVPD RIJCOSX def2/J DEFGRID3
* xyz 0 1
C -2.269 -0.693 -0.191
N -1.283 -1.371 0.273
N -0.002 -0.860 0.137
N 1.040 -1.709 0.069
C 2.083 -0.913 -0.020
C 1.705 0.460 -0.038
C 0.361 0.443 0.104
N -0.499 1.531 0.114
H -3.215 -1.212 -0.121
H -2.176 0.251 -0.752
H 3.038 -1.365 -0.176
H 2.337 1.330 -0.085
H -0.183 2.361 -0.313
H -0.937 1.746 0.999
*
```

HOMO-LUMO gap = 0.353 Eh
SMILES = C=Nn1nccc1N

***

Quick one: least stable of them? arrangement one

***

Arrangement one

The following is a DFT calculation (ωB97M-V with the def2-TZVPD basis set) of the molecule C7H15NO.

Structure (ORCA input):
```
! wB97M-V def2-TZVPD RIJCOSX def2/J DEFGRID3
* xyz 0 1
H 1.534 -1.932 -0.373
N 1.588 -0.943 -0.135
C 0.513 -0.517 0.456
C -0.801 -1.054 0.121
C -1.107 -0.357 -1.436
C -2.359 -1.025 -1.977
O -0.036 -0.542 -2.255
C 0.571 0.841 1.121
C 1.389 1.849 0.309
C 1.177 0.653 2.518
H -1.606 -0.756 0.787
H -0.790 -2.127 -0.069
H -1.285 0.707 -1.207
H -2.628 -0.558 -2.924
H -3.192 -0.918 -1.284
H -2.171 -2.083 -2.151
H 0.884 -0.566 -1.645
H -0.450 1.222 1.228
H 1.426 2.807 0.828
H 2.408 1.485 0.188
H 0.969 1.988 -0.687
H 0.563 -0.013 3.125
H 1.229 1.610 3.035
H 2.175 0.229 2.430
*
```

HOMO-LUMO gap = 0.398 Eh
SMILES = [H]/N=C(\C[C@H](C)O)C(C)C

***

Arrangement two

The following is a DFT calculation (ωB97M-V with the def2-TZVPD basis set) of a cluster of 2 separate species, C7H15NO in total.

Structure (ORCA input):
```
! wB97M-V def2-TZVPD RIJCOSX def2/J DEFGRID3
* xyz 0 1
C -0.803 -0.599 0.478
C -0.336 0.226 -0.820
C -1.371 1.368 -0.915
C -1.736 1.648 0.556
C -1.990 0.263 1.025
H -1.136 -1.589 0.237
H -0.022 -0.604 1.173
H -0.174 -0.276 -1.730
H 0.714 0.650 -0.526
H -2.307 1.043 -1.412
H -0.933 2.257 -1.481
H -2.709 2.250 0.707
H -0.977 2.155 1.180
H -2.772 -0.227 0.470
H -2.198 0.143 2.119
C 2.735 -0.217 0.286
C 2.048 -1.163 -0.747
N 1.081 -1.844 -0.212
O 2.432 -1.242 -1.928
H 3.851 -0.138 0.190
H 2.486 -0.422 1.266
H 2.420 0.812 0.000
H 0.673 -2.730 -0.758
H 1.023 -1.765 0.840
*
```

HOMO-LUMO gap = 0.370 Eh
SMILES = C1CCCC1.CC(N)=O

***

Quick one: least stable of them? arrangement two